[1]
DFT (the ωB97M-V functional and the def2-TZVPD basis) results for a 2-piece molecular cluster, C3H10N2O2 overall at a distorted geometry.

Computed properties:
- HOMO-LUMO gap (eV) = 9.7
- total charge = 0

```
17
C3H10N2O2, DFT the ωB97M-V functional and the def2-TZVPD basis
N -2.088 1.068 -0.406
C -1.523 1.775 -1.470
O -0.995 2.830 -1.321
O -1.669 1.107 -2.643
H -1.758 1.387 0.483
H -2.126 0.083 -0.572
H -2.592 0.882 -2.807
C 0.977 -0.395 1.904
C 1.447 -0.643 0.469
N 1.303 -2.031 0.083
H 1.471 -1.065 2.607
H 1.245 0.619 2.208
H -0.099 -0.546 1.960
H 0.857 0.012 -0.173
H 2.477 -0.302 0.333
H 0.922 -2.221 -0.830
H 2.153 -2.559 0.173
```

***

[2]
DFT (the ωB97M-V functional and the def2-TZVPD basis) results for one molecule with the formula C3H10N2O2 at a distorted geometry.

Computed properties:
- HOMO-LUMO gap (eV) = 10.1
- total charge = 0

```
17
C3H10N2O2, DFT the ωB97M-V functional and the def2-TZVPD basis
C -2.937 -0.630 0.249
C -1.642 -1.320 0.660
O -0.565 -0.434 0.851
N -0.196 0.189 -0.402
O 0.668 1.182 -0.166
N 2.035 0.612 0.104
C 3.051 1.249 -0.702
H -2.799 -0.115 -0.698
H -3.226 0.098 1.002
H -3.729 -1.368 0.145
H -1.749 -1.806 1.632
H -1.368 -2.082 -0.085
H 0.303 -0.548 -0.936
H 2.196 0.789 1.092
H 3.106 2.335 -0.550
H 4.011 0.801 -0.443
H 2.839 1.048 -1.753
```

***

[3]
DFT (the ωB97M-V functional and the def2-TZVPD basis) results for a 2-piece molecular cluster, C3H10N2O2 overall at a distorted geometry.

Computed properties:
- 2S+1 = 2
- HOMO-LUMO gap (alpha / beta) (eV) = 9.5 / 4.7
- total charge = +1
- ⟨S²⟩ = 0.76

```
17
C3H10N2O2, DFT the ωB97M-V functional and the def2-TZVPD basis
N -2.141 -0.406 0.340
C -0.610 -0.285 0.478
C 0.021 -1.528 -0.287
C -0.125 0.976 -0.062
N -0.620 1.193 -1.351
O 0.816 1.646 0.387
H -2.272 0.357 -0.304
H -2.476 0.102 1.114
H -0.468 -0.255 1.602
H -0.678 -1.863 -1.156
H 1.057 -1.377 -0.592
H 0.055 -2.273 0.491
H -0.327 1.944 -1.911
H -0.579 0.425 -1.930
H 2.313 0.836 0.629
H 2.934 0.187 1.766
O 3.099 0.320 0.784
```

***

[4]
DFT (the ωB97M-V functional and the def2-TZVPD basis) results for a 2-piece molecular cluster, C3H10N2O2S overall at a distorted geometry.

Computed properties:
- HOMO-LUMO gap (eV) = 9.1
- total charge = 0

```
18
C3H10N2O2S, DFT the ωB97M-V functional and the def2-TZVPD basis
N -1.799 0.599 0.495
C -1.421 1.034 -0.808
O -2.252 1.373 -1.574
N -0.036 0.960 -1.210
C 0.990 0.235 -0.339
C 0.880 -1.354 -0.746
S 1.833 -2.403 0.369
H -2.591 1.171 0.881
H -1.076 0.615 1.170
H 0.105 0.770 -2.236
H 0.818 0.431 0.670
H 1.928 0.566 -0.696
H 1.337 -1.521 -1.768
H -0.178 -1.551 -0.825
H 0.859 -3.063 1.144
O -0.202 1.857 2.406
H 0.183 2.764 2.332
H -0.930 2.022 3.133
```

***

[5]
DFT (the ωB97M-V functional and the def2-TZVPD basis) results for a 3-piece molecular cluster, C3H10N2O3 overall at a distorted geometry.

Computed properties:
- HOMO-LUMO gap (eV) = 5.1
- total charge = 0

```
18
C3H10N2O3, DFT the ωB97M-V functional and the def2-TZVPD basis
C 1.125 -0.658 1.155
C 0.310 -2.188 1.462
O -0.317 -2.269 2.590
N 2.318 -0.732 0.329
C -1.383 0.417 -1.345
N -0.203 1.039 -0.921
O -1.341 -0.831 -1.713
H 0.736 -0.585 0.157
H 0.966 0.057 1.953
H -0.455 -2.135 0.648
H 1.030 -2.957 1.172
H 0.672 0.530 -1.038
H 3.205 -0.556 0.791
H -0.387 2.096 -0.839
H -1.817 1.101 -2.096
H -0.870 3.875 -0.877
H -2.066 0.638 -0.460
O -1.522 3.158 -0.970
```

***

[6]
DFT (the ωB97M-V functional and the def2-TZVPD basis) results for one molecule with the formula C3H10N2S at a distorted geometry.

Computed properties:
- HOMO-LUMO gap (eV) = 9.6
- total charge = 0

```
16
C3H10N2S, DFT the ωB97M-V functional and the def2-TZVPD basis
N 0.697 -1.520 -1.235
C 1.243 -0.513 -0.302
C 0.164 0.565 -0.030
N 0.642 1.373 1.029
C -1.202 -0.024 0.250
S -2.511 0.985 1.112
H 1.249 -2.345 -1.278
H 0.604 -1.140 -2.167
H 2.278 -0.177 -0.621
H 1.631 -1.081 0.596
H 0.022 1.093 -1.039
H 1.318 2.035 1.023
H 0.176 1.298 1.890
H -1.097 -1.006 0.949
H -1.551 -0.474 -0.709
H -3.661 0.930 0.531
```

***

[7]
DFT (the ωB97M-V functional and the def2-TZVPD basis) results for a 3-piece molecular cluster, C3H10N2S overall at a distorted geometry.

Computed properties:
- HOMO-LUMO gap (eV) = 4.0
- total charge = 0

```
16
C3H10N2S, DFT the ωB97M-V functional and the def2-TZVPD basis
N -0.432 0.291 -1.453
C -0.060 1.439 -0.695
C 1.258 1.610 -0.300
S -3.131 0.098 0.174
C 0.590 -1.215 1.005
N 1.466 -1.336 -0.109
H -1.382 0.058 -1.136
H 0.115 -0.603 -1.395
H -0.883 2.198 -0.528
H 1.903 0.759 -0.346
H 1.577 2.580 0.141
H -3.949 -0.382 1.136
H 1.072 -1.617 1.887
H -0.557 -1.365 1.028
H 0.594 -0.199 0.713
H 1.819 -2.315 -0.120
```

***

[8]
DFT (the ωB97M-V functional and the def2-TZVPD basis) results for C3H10N2S as an isolated structure at a distorted geometry.

Computed properties:
- HOMO-LUMO gap (eV) = 5.5
- total charge = 0

```
16
C3H10N2S, DFT the ωB97M-V functional and the def2-TZVPD basis
C 1.261 0.361 0.392
C 1.469 -0.644 -0.746
S 1.743 -0.076 -2.367
N -0.040 0.515 0.957
C -0.999 0.425 -0.077
N -2.364 0.603 0.438
H 1.954 0.160 1.211
H 1.541 1.324 -0.043
H -0.050 -1.733 1.603
H 2.021 -1.547 -0.519
H 0.442 0.283 -2.582
H -0.079 -0.948 1.428
H -0.817 1.218 -0.831
H -0.925 -0.545 -0.609
H -2.916 -0.241 0.333
H -2.241 0.844 1.411
```

***

[9]
DFT (the ωB97M-V functional and the def2-TZVPD basis) results for a 2-piece molecular cluster, C3H10N2S overall at a distorted geometry.

Computed properties:
- 2S+1 = 2
- HOMO-LUMO gap (alpha / beta) (eV) = 7.5 / 3.9
- total charge = +1
- ⟨S²⟩ = 0.76

```
16
C3H10N2S, DFT the ωB97M-V functional and the def2-TZVPD basis
C -1.033 -1.553 1.097
S -1.192 0.242 1.459
C -2.771 0.556 0.662
H -2.017 -1.975 1.238
H -0.656 -1.666 0.083
H -0.423 -2.009 1.875
H -3.540 0.785 1.404
H -3.169 -0.262 0.069
H -2.695 1.405 -0.005
N 2.058 0.517 -0.205
C 2.415 0.523 -1.453
N 3.426 1.259 -1.905
H 1.062 0.368 -0.011
H 2.541 1.226 0.341
H 1.916 -0.170 -2.136
H 4.079 0.755 -2.513
```

***

[10]
DFT (the ωB97M-V functional and the def2-TZVPD basis) results for an isolated ion of composition C3H10N2S and charge +1 at a distorted geometry.

Computed properties:
- 2S+1 = 2
- HOMO-LUMO gap (alpha / beta) (eV) = 11.7 / 4.2
- total charge = +1
- ⟨S²⟩ = 0.76

```
16
C3H10N2S, DFT the ωB97M-V functional and the def2-TZVPD basis
N -1.183 -0.904 0.360
C 0.092 -0.270 0.017
C 0.659 0.630 1.181
S 1.156 -0.339 2.698
C 0.079 0.707 -1.165
N -0.234 0.081 -2.434
H -0.960 -1.635 1.028
H -1.701 -0.208 0.894
H 0.860 -1.021 -0.134
H -0.150 1.293 1.505
H 1.506 1.275 0.935
H 0.234 -1.222 2.504
H -0.570 1.591 -1.115
H 1.090 1.130 -1.270
H -1.168 -0.344 -2.314
H 0.290 -0.764 -2.689
```

***

[11]
DFT (the ωB97M-V functional and the def2-TZVPD basis) results for a 3-piece molecular cluster, C3H10N3 overall at a distorted geometry.

Computed properties:
- HOMO-LUMO gap (eV) = 9.6
- total charge = +1

```
16
C3H10N3, DFT the ωB97M-V functional and the def2-TZVPD basis
C -1.725 -1.100 -3.847
C -1.377 -0.928 -2.639
C 0.400 -0.964 0.704
N -0.166 -0.106 -0.097
N 0.356 -0.701 1.960
N 1.546 1.944 2.175
H -1.757 -2.008 -4.380
H -2.201 -0.292 -4.560
H 1.135 -1.718 0.385
H -0.320 -0.401 -1.092
H -0.897 0.515 0.274
H -0.060 0.224 2.311
H 0.906 -1.251 2.586
H 1.857 2.174 1.231
H 1.765 2.642 2.818
H 0.540 1.972 2.172
```

***

[12]
DFT (the ωB97M-V functional and the def2-TZVPD basis) results for a 2-piece molecular cluster, C3H10N3 overall at a distorted geometry.

Computed properties:
- HOMO-LUMO gap (alpha / beta) (eV) = 8.2 / 8.2
- total charge = +1

```
16
C3H10N3, DFT the ωB97M-V functional and the def2-TZVPD basis
C -0.353 0.681 -1.977
C 0.410 0.675 1.722
C 0.521 -1.560 0.888
N -1.627 0.498 -1.692
N 0.576 0.526 -1.119
N -0.084 -0.308 0.865
H -0.123 0.994 -3.000
H -0.157 0.560 2.660
H 1.476 0.601 1.965
H 0.147 1.668 1.356
H 0.340 -2.097 -0.044
H 1.580 -1.580 1.174
H -0.042 -2.126 1.649
H -2.353 0.653 -2.371
H 1.558 0.598 -1.326
H -1.870 0.218 -0.753
```

***

[13]
DFT (the ωB97M-V functional and the def2-TZVPD basis) results for a 2-piece molecular cluster, C3H10N3 overall at a distorted geometry.

Computed properties:
- HOMO-LUMO gap (alpha / beta) (eV) = 6.7 / 6.7
- total charge = +1

```
16
C3H10N3, DFT the ωB97M-V functional and the def2-TZVPD basis
C 0.504 0.398 -1.068
C -1.831 0.705 0.373
C 1.413 -1.377 0.166
N 1.319 -0.105 -0.130
N 1.996 0.811 0.638
N -2.451 -0.433 0.197
H 0.044 -0.281 -1.759
H 0.598 1.435 -1.326
H -1.258 0.862 1.269
H -2.014 1.529 -0.295
H 0.828 -2.087 -0.380
H 2.083 -1.713 0.932
H 2.279 1.635 0.124
H 2.750 0.413 1.182
H -2.335 -1.195 0.851
H -3.044 -0.595 -0.606
```

***

[14]
DFT (the ωB97M-V functional and the def2-TZVPD basis) results for an isolated ion of composition C3H10N3 and charge +1 at a distorted geometry.

Computed properties:
- HOMO-LUMO gap (eV) = 11.3
- total charge = +1

```
16
C3H10N3, DFT the ωB97M-V functional and the def2-TZVPD basis
C -0.022 -1.421 -1.539
N 0.634 -0.230 -0.761
C -0.116 0.411 0.385
N -1.521 0.218 0.250
C 0.714 0.660 1.629
N 0.701 1.687 0.645
H 0.084 -2.423 -0.968
H -1.067 -1.087 -1.581
H 0.370 -1.490 -2.473
H 0.967 0.422 -1.400
H 1.557 -0.685 -0.376
H -1.864 0.887 -0.367
H -1.970 -0.030 1.106
H -0.006 0.730 2.537
H 1.510 0.045 1.870
H 0.031 2.305 1.044
```

***

[15]
DFT (the ωB97M-V functional and the def2-TZVPD basis) results for a 2-piece molecular cluster, C3H10N3O overall.

Computed properties:
- HOMO-LUMO gap (eV) = 11.7
- total charge = +1

```
17
C3H10N3O, DFT the ωB97M-V functional and the def2-TZVPD basis
N -1.653 -0.320 -0.735
C -1.663 -1.331 -1.540
N -0.606 -1.781 -2.187
H -0.741 0.215 -0.476
H -2.528 -0.098 -0.288
H -2.598 -1.849 -1.725
H -0.730 -2.547 -2.828
H 0.309 -1.369 -2.081
C 0.320 0.075 2.117
C 1.001 0.837 1.016
N 2.149 1.439 1.312
O 0.512 0.951 -0.120
H 0.866 0.084 3.048
H 0.191 -0.958 1.794
H -0.662 0.501 2.295
H 2.611 1.229 2.179
H 2.661 1.890 0.568
```

***

Computed values of energy relative to the best compared isomer or geometry (same formula, charge and spin) (unit: kcal per mole) for the preceding records, in sequence: 18.5; 138.3; 76.5; 32.3; 322.6; 34.7; 187.5; 143.5; 44.2; 48.7; 118.3; 96.9; 114.6; 81.9; 0.0.